1.
This record from the Open Molecules 2025 dataset describes 3 unconnected molecules or ions with the total composition C17H50N9O3P2S in a non-equilibrium geometry. The level of theory is the ωB97M-V functional and the def2-TZVPD basis.

Output
E: -67392.8789 eV
Orbital gap: 5.8655 eV
Highest occupied orbital energy: -0.3500 Eh
Total charge: +1

Structure (XYZ):
```
82
C17H50N9O3P2S | the Open Molecules 2025 dataset | the ωB97M-V functional and the def2-TZVPD basis
S 8.92303 -0.00733 -4.42017
P 0.10302 -1.36265 -1.02469
P -3.27791 0.54932 5.20334
O 1.49694 -0.95854 -1.52699
O 4.39023 2.87199 -5.75861
O -2.48742 0.59620 3.89355
N 6.48420 0.08589 -6.06571
N -1.40575 -1.90848 -0.24400
N 4.96964 -0.26323 -4.15468
N -0.44017 0.31108 -0.94135
N -0.34701 -2.13855 -2.49769
N -4.16377 0.82699 6.72614
N 7.27699 -0.17308 -3.86911
N -2.37323 -0.73799 5.90286
N -4.75606 0.00484 4.41751
C -2.86444 -1.83097 6.71441
C -2.63909 -1.15416 -0.12044
C -5.46432 0.29020 7.08168
C 5.70651 3.33491 -7.74970
C 6.22661 -0.11947 -4.68357
C -1.15665 0.94603 -2.04184
C 4.00032 0.77545 -4.60003
C 0.23484 -3.47115 -2.63594
C -1.63286 -2.10968 -3.16251
C -4.20306 2.29018 6.96351
C -1.07506 -0.30496 6.41288
C 0.61245 1.25816 -0.54645
C 5.58807 3.55376 -6.18516
C -1.05728 -2.41436 1.10801
C 4.50329 2.26238 -4.47134
C -5.12125 -1.40600 4.35301
C -4.92942 0.53226 3.05635
H 6.52502 2.61309 -7.98240
H 1.27459 1.51189 -1.38503
H 4.74488 2.90836 -8.12695
H 3.10130 0.66478 -3.95095
H -0.41566 -1.15532 6.59839
H -5.97614 0.47740 2.74829
H 3.77303 2.79187 -3.80571
H 4.97800 -0.37454 -3.14050
H -1.18370 0.26200 7.34916
H 5.83794 0.82356 -6.38084
H -4.32835 -0.01894 2.32292
H -0.62878 0.83269 -2.99750
H -0.27050 -4.19649 -1.98198
H -4.30607 -2.02500 3.95750
H 0.16967 -3.83023 -3.66521
H -0.75294 -1.60144 1.77589
H -4.85323 2.79785 6.24175
H -4.54601 2.52175 7.97347
H 1.22959 0.84832 0.25653
H -1.52691 -2.47250 -4.18879
H 1.29573 -3.46042 -2.37375
H 3.69077 0.60184 -5.65131
H -0.56670 0.33385 5.68675
H 9.42473 -1.28240 -4.52633
H -5.99500 -1.54945 3.71162
H -3.10933 -0.97010 -1.08463
H -4.64113 1.58459 3.00201
H -5.44523 -0.79248 7.19112
H 5.85833 4.28673 -8.29913
H -3.72935 -2.32578 6.28238
H 0.17177 2.18247 -0.16730
H -6.26020 0.57877 6.38870
H -2.03612 -1.10690 -3.26452
H 7.15061 -0.29225 -2.86261
H -3.10659 -1.52258 7.74126
H 6.51904 3.19203 -5.69838
H -2.10255 -2.61250 6.78313
H -5.42791 -1.80898 5.31569
H -3.37841 -1.74759 0.42699
H -5.74563 0.65903 8.07309
H -1.89298 -2.95029 1.56105
H -2.38079 -2.74567 -2.66916
H 5.40564 4.64416 -6.03755
H 6.23080 -0.74232 -6.61144
H -3.19482 2.71064 6.87108
H -2.17090 0.57228 -2.15888
H 5.49916 2.38044 -3.98576
H -2.51702 -0.21131 0.42066
H -0.22789 -3.12899 1.03640
H -1.28516 2.01501 -1.85255
```

***

2.
This record from the Open Molecules 2025 dataset describes 2 unconnected molecules or ions with the total composition C3H11NO2S in a non-equilibrium geometry. The level of theory is the ωB97M-V functional and the def2-TZVPD basis.

Output
E: -19708.1177 eV
Orbital gap: 9.5545 eV
Relative energy (zero: lowest compared OMol25 entry of this formula, charge and spin): 32.5 kcal/mol
SMILES: OCNCCS.O
Highest occupied orbital energy: -0.3254 Eh

Structure (XYZ):
```
18
C3H11NO2S | the Open Molecules 2025 dataset | the ωB97M-V functional and the def2-TZVPD basis
S -1.74248 0.95815 -1.75535
O 0.60390 -2.00898 2.50986
O 1.03273 3.23362 0.51648
N 0.99103 -1.21684 0.20620
C 1.56171 -1.59362 1.47643
C -0.62177 -0.43791 -1.26073
C -0.20693 -0.39112 0.24907
H -1.34236 -1.24357 -1.32823
H -1.93570 0.36945 -2.96005
H 2.21977 -2.41043 1.18965
H -0.01171 -0.63100 -2.14784
H 1.88108 3.22593 -0.01374
H 0.73688 -1.93069 -0.43416
H -1.05664 -0.58054 0.88669
H 0.57179 3.92437 0.08469
H 2.04662 -0.67776 1.91961
H 0.17484 -2.78816 2.12803
H 0.16675 0.66859 0.31830
```

***

3.
This record from the Open Molecules 2025 dataset describes C3H3NOS in the gas phase in a non-equilibrium geometry. The level of theory is the ωB97M-V functional and the def2-TZVPD basis.

Output
E: -17528.4330 eV
Orbital gap (spin up / spin down): 7.2188 / 7.2131 eV
Relative energy (zero: lowest compared OMol25 entry of this formula, charge and spin): 80.9 kcal/mol
Highest occupied orbital energy (spin up / spin down): -0.3341 / -0.3339 Eh

Structure (XYZ):
```
9
C3H3NOS | the Open Molecules 2025 dataset | the ωB97M-V functional and the def2-TZVPD basis
S 2.69818 1.21286 -0.28637
O 0.72145 -1.80373 -0.39374
N -0.07314 0.06758 0.78268
C 2.02725 -0.01469 0.33526
C -1.28936 0.26215 -0.06839
C 0.72567 -0.77957 0.22739
H -1.06842 0.76069 -1.00371
H -1.87242 0.89843 0.55223
H -1.86922 -0.60371 -0.14535
```

***

4.
This record from the Open Molecules 2025 dataset describes a molecular structure, C65H48BrNO2P3S8SiY in a non-equilibrium geometry. The level of theory is the ωB97M-V functional and the def2-TZVPD basis.

Output
E: -267289.3649 eV
Orbital gap: 5.5517 eV
Relative energy (zero: lowest compared OMol25 entry of this formula, charge and spin): 0.0 kcal/mol
Highest occupied orbital energy: -0.0794 Eh
Total charge: -2

Structure (XYZ):
```
130
C65H48BrNO2P3S8SiY | the Open Molecules 2025 dataset | the ωB97M-V functional and the def2-TZVPD basis
Y 0.39940 0.57760 -0.44350
Br 0.46470 -5.82860 -5.01270
S 2.74010 2.15510 0.42410
S -1.29050 3.42740 -4.18070
S 4.84150 1.16570 -1.46750
S 7.07910 1.52580 -3.40330
S -1.72370 2.08160 -1.58200
S 0.78560 1.67690 -3.02260
S 5.23630 3.74970 -2.71500
S 3.08900 5.13160 -1.15660
P -0.62790 2.99440 1.40520
P 1.54490 -2.36510 0.76790
P -1.86220 -1.63170 0.47760
Si 0.14230 0.11520 2.33740
O 0.12620 -1.38060 -1.91400
O 2.18250 -0.67710 -1.53600
N 3.76960 -3.66810 -3.89620
C 0.76140 -6.42550 1.30800
C 1.93390 -2.25060 5.34010
C 3.88230 -3.78720 -0.10810
C 1.81450 -2.23570 2.57550
C -3.44990 -5.95820 0.02430
C 1.04360 -1.32020 3.28610
C 2.95010 -4.57580 -4.39240
C 5.49030 -1.56940 0.31930
C 3.31700 -2.60380 0.34830
C -2.37750 -1.28110 2.20810
C 2.50200 3.88060 3.86850
C 1.36460 -1.41550 -2.12230
C 5.24840 -3.87050 -0.31130
C -1.49540 6.94260 2.28960
C -3.94740 -1.53940 4.02050
C -5.40190 0.16830 -0.67560
C 6.05470 -2.76520 -0.10040
C -4.05070 -0.15110 -2.62460
C 1.89170 -2.47650 -3.04210
C -3.26230 -3.72810 -0.84690
C 1.99670 1.54940 4.11550
C -3.48070 2.71670 4.35800
C -3.03430 -0.65690 -1.83390
C -2.16680 2.65700 2.34820
C -4.39400 -0.34520 0.11980
C -1.59550 -0.42530 2.98840
C 1.16620 -5.13440 1.59130
C 2.76320 2.65190 4.44890
C -2.56880 -3.32200 0.29010
C 1.01720 -3.39920 -3.60660
C 2.72510 -3.05980 3.23400
C -3.69840 -5.03450 -0.97620
C 5.78610 2.11230 -2.57600
C -1.77080 7.46550 1.03540
C 1.45100 4.64090 -1.74730
C -3.20590 -0.77900 -0.45370
C 0.35520 -4.43780 -0.54730
C 3.26030 -2.64680 -3.23130
C 4.13190 -1.49270 0.55620
C -1.36940 5.31100 0.05780
C 1.09340 -1.37570 4.67690
C 1.44050 4.00060 2.99340
C -2.74400 -5.56850 1.15170
C 1.57280 -4.46670 -4.28060
C 3.78750 2.46580 -0.87710
C -3.54300 -1.83670 2.73220
C -0.04750 -5.72820 -0.83090
C -3.18670 -0.68040 4.79550
C -5.24200 0.25010 -2.04770
C -0.75800 2.42250 -2.97940
C 0.63610 2.90440 2.70340
C -3.31600 2.38200 1.61740
C -1.72270 6.64360 -0.07770
C 0.16900 -6.73350 0.09510
C -2.25600 2.82100 3.72530
C 0.91860 1.63530 3.23740
C -4.53810 2.27980 2.25550
C -2.02390 -0.14220 4.27900
C 2.78620 -3.06760 4.61370
C -4.62630 2.45620 3.62570
C 3.98650 3.66070 -1.48540
C -1.04360 4.79260 1.30570
C -1.13930 5.61510 2.42580
C 0.99630 -4.12580 0.64950
C -2.29410 -4.26890 1.27550
H 0.91370 -7.19970 2.04960
H 3.59630 2.54190 5.13120
H -6.03880 0.64590 -2.66140
H -1.73030 -3.96870 2.14900
H -5.58630 2.39460 4.12170
H 5.68200 -4.80970 -0.63220
H -2.03480 8.51030 0.93420
H 1.55370 4.14960 -2.71110
H -1.42820 0.51870 4.88990
H -3.54350 2.84930 5.42950
H 1.61030 -4.92850 2.55370
H -2.53650 -6.28640 1.93290
H -5.42700 2.07670 1.67720
H -0.53220 -5.95160 -1.77060
H -3.49700 -0.44170 5.80490
H 3.40570 -3.67540 2.66110
H 3.48870 -3.71530 5.12060
H -3.90020 -0.04070 -3.68800
H 3.95410 -1.92950 -2.81400
H 3.25650 -4.64870 -0.30020
H -0.05040 -3.27500 -3.49090
H 7.11960 -2.83050 -0.28250
H 3.13880 4.73200 4.06620
H 0.86280 5.54720 -1.84410
H 1.26320 4.94190 2.49290
H 0.15900 -3.63510 -1.24010
H -2.09410 -0.94630 -2.28380
H 3.68070 -0.56260 0.88360
H -3.47570 -3.01610 -1.63150
H 0.99910 3.96400 -1.02040
H -0.93450 5.21630 3.40920
H -3.24320 2.25870 0.54530
H 3.40700 -5.42020 -4.89300
H -3.80060 -6.97690 -0.07620
H -1.36270 3.02090 4.30180
H -4.23650 -5.33440 -1.86600
H -4.53430 -0.38630 1.18950
H -1.35950 4.66160 -0.80650
H -1.56340 7.57400 3.16780
H 2.27290 0.59130 4.53160
H -6.31660 0.51410 -0.21090
H 0.46340 -0.71380 5.25150
H 1.95610 -2.27210 6.42250
H -0.14810 -7.74570 -0.11320
H -4.13280 -2.51920 2.13310
H -1.96140 7.03950 -1.05440
H -4.85670 -1.97450 4.41540
H 6.11270 -0.69520 0.45320
```